Entry 1:
The following is a DFT calculation (ωB97M-V/def2-TZVPD) of a molecular structure, C15H12N3O2PdS in a non-equilibrium geometry.

XYZ file:
```
34
Properties=species:S:1:pos:R:3
Pd -0.2664 -0.0470 0.1326
N 1.0139 2.5568 3.5572
C 0.5450 1.9660 2.4022
S 0.1141 0.2825 2.5613
N 0.5237 2.6903 1.3377
N 0.0152 2.0991 0.2086
C 0.2313 2.7406 -0.8886
C -0.2872 2.4072 -2.1827
C 0.1226 3.2063 -3.2640
C -0.3010 2.9763 -4.5508
C -1.1620 1.8984 -4.7968
C -1.5795 1.0872 -3.7720
C -1.1924 1.3064 -2.4164
O -1.6704 0.5713 -1.4882
H 0.7355 2.0925 4.4028
H 0.9954 3.5629 3.5707
H 0.8646 3.6253 -0.8094
H 0.7994 4.0319 -3.0645
H 0.0303 3.6092 -5.3650
H -1.4991 1.7105 -5.8105
H -2.2473 0.2541 -3.9572
C -1.7960 -4.6501 0.2439
C -1.1921 -4.0988 1.3649
C -0.6938 -2.8021 1.3253
C -0.8007 -2.0282 0.1716
C -1.3973 -2.5951 -0.9487
C -1.8925 -3.8926 -0.9149
H -2.1847 -5.6615 0.2718
H -1.1061 -4.6759 2.2788
H -0.2105 -2.3999 2.2067
H -1.4872 -2.0146 -1.8606
H -2.3571 -4.3146 -1.7990
O 2.3852 -1.1201 -0.2730
C 1.4753 -0.5814 -0.6985
```

For the LUMO energy, the calculation gives 2.86 eV. The maximum force comes out at 2.06 eV Å⁻¹. The value obtained for the total energy is -38631.25670 eV. The charge is -1. Its HOMO energy is -3.926 eV. The calculation puts the relative energy (zero: lowest compared OMol25 entry of this formula, charge and spin) at 27.5 kJ/mol.

Charges obtained by Löwdin population analysis, quoted in units of e:
1 Pd 0.6855
2 N 0.0240
3 C -0.9001
4 S 0.5635
5 N -0.0364
6 N -0.1227
7 C -0.1055
8 C -0.1619
9 C -0.0824
10 C -0.1419
11 C -0.1200
12 C -0.0358
13 C -0.3994
14 O -0.1567
15 H 0.0489
16 H 0.0756
17 H 0.1155
18 H 0.0992
19 H 0.0811
20 H 0.0902
21 H 0.1011
22 C -0.1301
23 C -0.1180
24 C -0.1454
25 C -0.2613
26 C -0.1204
27 C -0.1155
28 H 0.0862
29 H 0.0905
30 H 0.0428
31 H 0.0867
32 H 0.0905
33 O 0.0452
34 C -0.1731

Entry 2:
The following is a DFT calculation (ωB97M-V/def2-TZVPD) of a gas-phase ion, C15H12N3O3 (charge -1) in a non-equilibrium geometry.

XYZ file:
```
33
Properties=species:S:1:pos:R:3
C -4.7107 1.3025 1.4572
O -4.0546 0.0993 2.0084
C -2.7201 -0.0323 1.6978
C -2.0945 -1.2345 2.1498
C -0.7351 -1.4256 1.8695
C -0.0194 -0.5034 1.0795
C 1.4310 -0.6406 0.3568
C 2.3498 0.2447 1.1894
C 3.7119 -0.0695 1.1882
N 4.8654 -0.3320 1.1491
C 2.0149 1.4111 1.9058
N 1.8001 2.4495 2.4281
C -0.6119 0.7275 0.8226
C -1.9741 0.9363 1.0271
H -5.7479 1.1900 1.7728
H -4.2789 2.2260 1.8810
H -4.6395 1.3163 0.3562
H -2.7017 -1.9631 2.6737
H -0.2680 -2.3883 2.2240
H 1.7485 -1.6668 0.4646
H -0.0048 1.4678 0.3333
H -2.4525 1.8552 0.6641
C 2.0025 0.3097 -3.3039
C 1.6475 -1.1160 -3.4817
C 1.3900 -1.6565 -2.0680
O 1.0422 -2.7994 -1.8541
N 1.6111 -0.5952 -1.1073
C 1.8510 0.5896 -1.8228
O 1.8959 1.7190 -1.3636
H 3.0310 0.5094 -3.6399
H 1.3853 0.9734 -3.9258
H 0.7826 -1.2385 -4.1486
H 2.4528 -1.6656 -3.9832
```

For the LUMO energy, the calculation gives 2.75 eV. The maximum force comes out at 3.29 eV Å⁻¹. The value obtained for the total energy is -26362.73260 eV. The charge is -1. Its HOMO energy is -3.444 eV.

Charges obtained by Löwdin population analysis, quoted in units of e:
1 C -0.0678
2 O -0.1144
3 C -0.2888
4 C -0.0141
5 C -0.0318
6 C -0.1312
7 C -0.1678
8 C -0.2831
9 C -0.3049
10 N 0.0537
11 C -0.3041
12 N 0.0801
13 C -0.0479
14 C -0.0199
15 H 0.0793
16 H 0.0906
17 H 0.0905
18 H 0.1034
19 H 0.1248
20 H 0.1281
21 H 0.0996
22 H 0.1014
23 C -0.1102
24 C -0.1072
25 C -0.3535
26 O 0.0830
27 N 0.1098
28 C -0.3910
29 O 0.0901
30 H 0.1296
31 H 0.1257
32 H 0.1245
33 H 0.1234

Entry 3:
The following is a DFT calculation (ωB97M-V/def2-TZVPD) of a molecular structure, C15H13AlBN10.

XYZ file:
```
40
Properties=species:S:1:pos:R:3
Al 0.0961 -0.1828 -0.1400
C 1.3349 2.6779 2.6105
C 1.6603 1.6373 1.7522
N 0.5392 1.0935 1.2629
N -0.5058 1.7699 1.7922
C -0.0510 2.7292 2.6009
B -1.9348 1.2734 1.4833
N -1.9221 -0.2366 1.8121
C -2.5750 -0.9162 2.7567
C -2.1399 -2.2325 2.7346
C -1.1943 -2.2755 1.7207
N -1.0673 -1.0634 1.1669
N -2.1589 1.4180 -0.0391
C -3.0746 2.1158 -0.7097
C -2.8477 1.9583 -2.0701
C -1.7400 1.1303 -2.1526
N -1.3289 0.8084 -0.9188
H 2.0088 3.3095 3.1600
H 2.6271 1.2497 1.4777
H -0.7213 3.3981 3.1132
H -2.7599 1.8587 2.1021
H -3.3008 -0.4381 3.3922
H -2.4619 -3.0328 3.3755
H -0.6101 -3.1070 1.3643
H -3.8293 2.6933 -0.2038
H -3.4134 2.3912 -2.8747
H -1.2216 0.7533 -3.0186
C 0.9770 -3.9250 -2.4842
C 0.5450 -2.8091 -1.7072
N 0.1528 -1.9422 -1.0650
H 0.5707 -3.8481 -3.4939
H 0.6531 -4.8634 -2.0340
H 2.0703 -3.9074 -2.5518
N 1.6407 0.2352 -1.0751
C 2.7222 0.2065 -1.5282
C 3.9673 0.1341 -2.0530
C 4.8808 1.2188 -2.0666
N 5.6140 2.1043 -2.0606
C 4.3077 -1.1519 -2.5392
N 4.4906 -2.2328 -2.8917
```

For the LUMO energy, the calculation gives -2.85 eV. The maximum force comes out at 0.96 eV Å⁻¹. The value obtained for the total energy is -37939.19289 eV. The charge is +1. Its HOMO energy is -11.400 eV.

Charges obtained by Löwdin population analysis, quoted in units of e:
1 Al 0.1187
2 C -0.0108
3 C -0.0642
4 N 0.0152
5 N 0.0125
6 C -0.0209
7 B -0.4585
8 N 0.0134
9 C -0.0210
10 C -0.0142
11 C -0.0772
12 N 0.0093
13 N 0.0171
14 C -0.0190
15 C -0.0106
16 C -0.0587
17 N 0.0239
18 H 0.1122
19 H 0.1253
20 H 0.1388
21 H 0.1324
22 H 0.1394
23 H 0.1111
24 H 0.1168
25 H 0.1403
26 H 0.1127
27 H 0.1290
28 C 0.0109
29 C -0.0758
30 N 0.2511
31 H 0.1165
32 H 0.1132
33 H 0.1001
34 N 0.2037
35 C -0.0787
36 C -0.2458
37 C -0.2075
38 N 0.1648
39 C -0.2161
40 N 0.1505